Record 1
Molecular formula: C13H12ClN2O4
Method: DFT, wB97M-V/def2-TZVPD

Output
Frontier orbital gap in eV: 6.3
Net charge: +1
Highest occupied orbital energy in eV: -11.5

XYZ file:
```
32
Properties=species:S:1:pos:R:3:forces:R:3:lowdin_charge:R:1
C 1.287 1.051 -0.541 0.4 0.3 -0.2 0.03
C 2.132 0.049 -0.307 -0.4 0.1 -0.2 -0.15
C 3.602 0.289 0.062 -1.2 -0.5 -1.0 -0.12
C 3.654 0.437 1.555 0.5 -0.4 -0.7 -0.16
C 3.962 -0.632 2.363 -0.1 0.5 0.3 0.07
C 3.950 -0.419 3.744 0.3 -1.3 -0.2 -0.04
N 3.683 0.730 4.312 -0.1 -0.1 0.3 0.10
N 3.401 1.688 3.489 -0.3 1.5 0.3 -0.49
Cl 3.018 3.199 4.215 0.1 -0.3 0.0 0.84
C 3.368 1.650 2.174 0.0 -0.6 -0.8 -0.01
H 0.208 0.959 -0.451 0.1 -0.2 -0.7 0.06
H 1.699 2.002 -0.889 -0.2 0.2 0.8 0.08
H 1.747 -0.964 -0.429 0.2 0.0 1.0 0.11
H 4.145 -0.602 -0.263 0.4 0.4 0.1 0.12
H 3.912 1.188 -0.478 0.3 -0.1 0.2 0.13
H 4.203 -1.603 1.947 0.0 0.0 0.1 0.14
H 4.167 -1.264 4.390 0.0 0.4 0.3 0.14
H 3.103 2.525 1.593 0.0 0.1 0.4 0.15
C -3.596 -1.081 -3.255 -0.1 -0.1 0.0 0.08
C -2.896 -0.129 -2.630 0.1 -0.1 -0.5 -0.24
C -3.194 0.270 -1.215 -0.4 -0.1 0.4 -0.32
O -2.505 1.133 -0.694 0.3 0.0 -0.2 0.08
C -4.294 -0.387 -0.531 0.2 0.2 0.0 0.07
C -5.001 -1.340 -1.156 -0.1 0.1 0.5 -0.23
C -4.686 -1.760 -2.563 0.3 0.1 -0.5 -0.31
O -5.350 -2.641 -3.068 -0.2 0.0 0.3 0.13
O -6.015 -1.967 -0.572 0.2 -0.1 -0.4 0.13
O -1.892 0.523 -3.222 -0.1 0.0 0.4 0.11
H -3.389 -1.379 -4.273 0.0 0.0 0.0 0.14
H -4.509 -0.078 0.482 0.0 0.0 0.0 0.14
H -6.353 -2.604 -1.232 -0.1 0.0 0.0 0.13
H -1.559 1.154 -2.558 0.0 0.1 0.0 0.11
```
Forces are in eV/Å.

***

Record 2
Molecular formula: C71H70Cl3CsN7O2S4Se2Si
Method: DFT, wB97M-V/def2-TZVPD

Output
Frontier orbital gap in eV: 5.8
Net charge: -1
Energy relative to the best compared isomer or geometry (same formula, charge and spin) in kcal per mole: 18.1
Highest occupied orbital energy in eV: -4.3

XYZ file:
```
161
Properties=species:S:1:pos:R:3:forces:R:3:lowdin_charge:R:1
Cs -0.945 -0.391 -0.093 2.1 -2.3 0.8 1.22
C 3.158 -3.168 -4.025 0.1 0.1 0.0 -0.05
N 3.605 -1.829 -3.701 0.0 -0.1 -0.1 -0.14
C 4.797 -1.247 -4.086 -0.1 -0.2 0.0 -0.06
C 4.841 -0.021 -3.552 -0.1 0.0 0.1 -0.06
N 3.665 0.161 -2.821 0.0 0.3 0.1 0.01
C 2.867 -0.983 -2.914 0.3 0.1 0.1 -0.73
S 1.393 -1.341 -2.273 0.2 -0.3 -0.4 0.67
C 3.370 1.350 -2.101 0.1 -0.2 -0.1 -0.30
C 4.126 2.507 -2.301 0.0 0.1 0.0 -0.01
C 3.806 3.623 -1.548 0.1 0.0 0.0 -0.07
C 2.757 3.569 -0.641 0.0 0.0 0.0 -0.05
C 2.075 2.370 -0.534 -0.1 -0.1 0.0 -0.11
N 2.381 1.287 -1.241 -0.1 0.0 0.2 0.11
H 3.921 -3.642 -4.641 0.0 0.0 0.0 0.08
H 2.210 -3.129 -4.560 0.0 0.0 0.0 0.08
H 2.998 -3.740 -3.112 0.0 0.0 0.0 0.08
H 5.517 -1.761 -4.699 0.0 0.0 0.0 0.11
H 5.619 0.715 -3.602 0.0 0.0 0.0 0.10
H 4.930 2.549 -3.020 0.0 0.0 0.0 0.09
H 4.377 4.535 -1.676 0.0 0.0 0.0 0.10
H 2.474 4.423 -0.038 0.0 0.0 0.0 0.10
H 1.233 2.253 0.135 -0.1 0.1 0.1 0.08
Cl -4.994 -1.486 -6.769 0.1 0.1 0.1 0.58
C -3.960 -0.963 -5.446 0.0 0.0 -0.1 -0.69
C -4.052 -1.581 -4.211 0.0 -0.1 0.0 -0.16
C -3.238 -1.158 -3.181 0.0 0.0 0.0 -0.55
Cl -3.323 -1.995 -1.645 -0.3 -0.2 -0.3 0.68
C -2.296 -0.083 -3.276 0.1 0.2 0.0 -0.54
O -1.601 0.319 -2.300 -1.1 0.6 -2.7 -0.49
C -2.242 0.465 -4.600 0.0 -0.1 0.0 -0.56
Cl -1.052 1.715 -4.902 -0.1 -0.1 0.0 0.69
C -3.043 0.056 -5.647 0.1 0.1 0.0 -0.17
H -4.743 -2.399 -4.055 0.0 0.0 0.0 0.10
H -2.945 0.524 -6.617 0.0 0.0 0.0 0.09
C 5.733 -1.821 1.358 0.0 0.0 0.0 -0.42
Se 4.319 -0.673 0.673 -0.1 0.0 0.0 0.93
C 2.995 -1.188 2.012 0.1 -0.2 0.1 -0.55
C 3.325 -0.697 3.409 0.1 0.0 0.0 -0.57
Se 2.791 1.143 3.768 -0.1 0.0 0.0 0.89
C 1.000 0.665 4.372 0.0 0.0 0.0 -0.42
H 5.334 -2.818 1.542 0.0 0.0 0.0 0.02
H 6.179 -1.422 2.266 0.0 0.0 0.0 0.01
H 6.496 -1.882 0.584 0.0 0.0 0.0 0.01
H 2.938 -2.279 1.992 0.0 0.0 0.0 0.06
H 2.019 -0.835 1.704 -0.2 0.1 -0.3 0.04
H 4.390 -0.761 3.619 0.1 0.0 0.0 0.04
H 2.807 -1.297 4.157 0.1 0.0 -0.1 0.03
H 1.067 0.008 5.239 0.1 0.0 0.0 0.01
H 0.430 0.184 3.576 0.1 0.1 0.1 -0.02
H 0.486 1.581 4.665 0.0 0.0 -0.1 0.01
N -1.424 2.183 0.194 -0.2 1.8 -0.3 -0.45
S -1.894 3.542 0.320 -0.2 -0.1 0.3 0.74
N -3.412 3.843 0.998 0.1 0.0 -0.1 -0.35
S -3.692 3.495 2.471 0.1 -0.1 0.0 0.82
N -3.040 2.386 3.279 -0.1 -0.2 0.1 -0.34
S -2.696 0.745 2.846 0.0 0.4 0.1 0.74
N -1.385 0.440 2.342 -0.7 0.4 1.2 -0.47
C -3.015 0.015 4.456 0.0 0.0 0.0 -0.31
C -3.828 0.525 5.462 0.1 0.0 0.0 -0.09
C -3.906 -0.156 6.668 0.0 0.0 0.0 -0.08
C -3.179 -1.330 6.855 0.0 0.0 0.0 -0.08
C -2.366 -1.823 5.846 0.0 0.0 0.0 -0.04
C -2.276 -1.146 4.636 0.0 -0.1 0.0 -0.05
C -4.202 0.355 1.894 -0.1 -0.1 0.1 -0.28
C -4.189 0.521 0.509 0.1 0.1 0.3 -0.12
C -5.341 0.243 -0.215 0.0 0.0 0.0 -0.09
C -6.485 -0.199 0.426 0.0 0.0 0.0 -0.08
C -6.489 -0.369 1.805 0.0 0.0 0.0 -0.09
C -5.350 -0.097 2.548 0.1 0.1 -0.2 -0.07
C -3.387 4.928 3.480 0.1 0.1 0.0 -0.31
C -2.534 4.862 4.566 0.0 0.1 0.0 -0.05
C -2.271 6.030 5.272 0.0 0.0 0.0 -0.06
C -2.862 7.225 4.892 0.0 0.0 0.0 -0.08
C -3.717 7.272 3.794 0.0 0.0 0.0 -0.07
C -3.976 6.119 3.074 0.0 0.0 0.1 -0.07
C -5.466 3.401 2.484 -0.1 -0.1 0.0 -0.30
C -6.166 3.244 1.302 -0.1 0.0 0.0 -0.06
C -7.542 3.071 1.365 0.0 0.0 0.0 -0.06
C -8.190 3.061 2.591 0.0 0.0 0.0 -0.07
C -7.470 3.221 3.771 0.0 0.0 0.0 -0.07
C -6.097 3.386 3.723 0.0 0.0 -0.1 -0.07
C -0.826 4.579 1.338 0.1 0.0 0.1 -0.29
C -0.846 5.968 1.392 0.0 -0.1 0.0 -0.06
C 0.035 6.618 2.245 0.0 0.0 0.0 -0.08
C 0.924 5.885 3.025 0.0 0.0 0.0 -0.08
C 0.933 4.498 2.963 -0.1 0.0 0.0 -0.07
C 0.048 3.834 2.120 0.0 0.0 0.0 -0.08
C -2.148 4.509 -1.159 0.1 0.1 -0.1 -0.30
C -1.346 4.098 -2.215 -0.1 0.0 0.0 -0.06
C -1.419 4.791 -3.416 0.0 0.0 0.0 -0.09
C -2.290 5.862 -3.552 0.0 0.0 0.0 -0.08
C -3.111 6.243 -2.495 0.0 0.0 0.0 -0.08
C -3.046 5.565 -1.288 0.1 -0.1 0.0 -0.09
H -4.378 1.444 5.304 0.0 0.0 0.0 0.09
H -4.533 0.228 7.464 0.0 0.0 0.0 0.10
H -3.248 -1.858 7.798 0.0 0.0 0.0 0.10
H -1.795 -2.733 5.986 0.0 0.0 0.0 0.11
H -1.638 -1.499 3.828 0.0 0.0 0.1 0.09
H -3.297 0.868 0.000 -0.1 0.1 0.0 0.03
H -5.320 0.352 -1.293 0.0 0.0 0.0 0.11
H -7.372 -0.431 -0.151 0.0 0.0 0.0 0.11
H -7.379 -0.730 2.308 0.0 0.0 0.0 0.11
H -5.357 -0.261 3.615 0.0 0.0 0.0 0.10
H -2.083 3.914 4.831 0.0 0.0 0.0 0.11
H -1.597 6.001 6.119 0.0 0.0 0.0 0.11
H -2.651 8.131 5.446 0.0 0.0 0.0 0.10
H -4.172 8.208 3.495 0.0 0.0 0.0 0.11
H -4.625 6.137 2.206 0.0 0.0 0.0 0.12
H -5.634 3.245 0.360 0.0 0.0 0.0 0.11
H -8.104 2.931 0.450 0.0 0.0 0.0 0.11
H -9.262 2.919 2.631 0.0 0.0 0.0 0.10
H -7.978 3.212 4.727 0.0 0.0 0.0 0.11
H -5.520 3.509 4.633 0.0 0.0 0.0 0.11
H -1.528 6.538 0.771 0.0 -0.1 0.0 0.11
H 0.032 7.701 2.295 0.0 0.0 0.0 0.10
H 1.616 6.401 3.680 0.0 0.0 0.0 0.10
H 1.636 3.928 3.557 0.0 0.0 0.0 0.07
H 0.017 2.748 2.054 0.0 0.1 0.1 0.09
H -0.724 3.215 -2.103 0.0 0.0 0.0 0.10
H -0.818 4.467 -4.254 0.0 0.0 0.0 0.08
H -2.348 6.390 -4.495 0.0 0.0 0.0 0.10
H -3.808 7.062 -2.617 0.0 0.0 0.0 0.10
H -3.692 5.830 -0.461 0.0 0.0 0.0 0.09
C -0.574 -5.046 -0.537 0.0 0.0 0.0 -0.09
C 0.352 -5.158 0.684 0.1 0.1 -0.1 -0.59
C 0.493 -6.628 1.081 -0.1 0.0 0.0 -0.10
C 1.739 -4.614 0.301 0.0 0.0 0.0 -0.10
Si -0.344 -3.968 2.005 0.0 0.1 0.1 0.37
O -0.252 -2.465 1.554 0.1 -0.5 0.5 -0.53
C 0.541 -4.216 3.691 0.0 0.1 0.1 -0.17
C 0.900 -3.027 4.345 0.0 -0.1 0.0 -0.12
C 1.453 -3.028 5.622 0.0 -0.1 -0.1 -0.11
C 1.673 -4.232 6.281 0.0 0.0 -0.1 -0.11
C 1.332 -5.425 5.654 0.0 0.1 0.0 -0.11
C 0.771 -5.412 4.381 0.0 0.1 0.0 -0.10
C -2.151 -4.462 2.397 -0.2 0.1 -0.1 -0.19
C -3.137 -3.496 2.155 0.1 -0.1 -0.1 -0.09
C -4.482 -3.738 2.422 0.1 0.0 0.0 -0.08
C -4.875 -4.965 2.942 0.1 0.0 0.0 -0.11
C -3.918 -5.944 3.185 0.0 0.1 0.0 -0.11
C -2.579 -5.691 2.913 0.0 0.1 0.1 -0.10
H -0.178 -5.641 -1.371 0.0 0.0 0.0 0.08
H -0.661 -4.010 -0.877 0.0 0.0 0.0 0.07
H -1.582 -5.409 -0.314 0.0 0.0 0.0 0.08
H 0.831 -7.214 0.215 0.0 0.0 0.0 0.07
H -0.455 -7.064 1.413 0.0 0.0 0.0 0.06
H 1.232 -6.766 1.875 0.0 0.0 0.0 0.06
H 2.164 -5.204 -0.524 0.0 0.0 0.0 0.08
H 2.437 -4.677 1.147 0.0 0.0 0.0 0.07
H 1.688 -3.570 -0.015 0.0 0.0 0.0 0.05
H 0.730 -2.090 3.818 0.0 -0.1 0.1 0.07
H 1.711 -2.091 6.106 0.0 0.0 0.0 0.09
H 2.107 -4.241 7.274 0.0 0.0 0.0 0.09
H 1.499 -6.368 6.162 0.0 0.0 0.0 0.09
H 0.497 -6.361 3.930 0.0 0.0 0.0 0.08
H -2.824 -2.542 1.732 0.0 -0.1 0.1 0.08
H -5.221 -2.973 2.218 0.0 0.0 0.0 0.08
H -5.921 -5.162 3.148 0.0 0.0 0.0 0.09
H -4.218 -6.906 3.586 0.0 0.0 0.0 0.09
H -1.853 -6.469 3.130 0.0 0.0 0.0 0.08
```
Forces are in eV/Å.

***

Record 3
Molecular formula: C4H9O2
Method: DFT, wB97M-V/def2-TZVPD

Output
Frontier orbital gap (alpha / beta) in eV: 9.4 / 8.1
Net charge: +1
Spin multiplicity: 3
Energy relative to the best compared isomer or geometry (same formula, charge and spin) in kcal per mole: 3.0
Highest occupied orbital energy (alpha / beta) in eV: -14.5 / -14.5

XYZ file:
```
15
Properties=species:S:1:pos:R:3:forces:R:3:lowdin_charge:R:1
C -0.328 -0.634 -0.509 -0.1 -0.5 -0.1 -0.03
C 0.201 -1.936 -0.428 3.3 -3.6 2.7 -0.02
C -1.833 0.916 -1.056 -5.7 1.1 -1.8 0.01
C 1.759 1.076 1.451 1.4 2.2 0.6 -0.17
O -1.360 -0.444 -1.163 0.2 1.2 0.2 0.08
O 0.820 1.235 0.562 -2.7 -0.7 -1.9 0.00
H -0.131 -2.633 -1.172 -0.4 0.0 -1.0 0.09
H 1.389 -2.057 -0.350 -2.6 0.8 -0.2 0.16
H -0.155 -2.530 0.543 0.5 1.7 -1.5 0.18
H -2.577 1.196 -1.935 2.2 -1.0 1.2 0.16
H -1.152 1.664 -0.868 2.2 1.0 -0.1 0.06
H -2.563 1.021 -0.248 0.3 -0.8 0.4 0.11
H 2.089 2.136 1.591 1.0 -1.1 0.7 0.13
H 1.381 0.689 2.382 -0.8 -0.1 1.0 0.13
H 2.457 0.300 1.200 1.0 -0.3 -0.4 0.10
```
Forces are in eV/Å.